Density functional theory data (ωB97M-V/def2-TZVPD) for a cluster of 2 separate species, C3H4N2O2S in total at a distorted geometry.

```
12
Properties=species:S:1:pos:R:3:forces:R:3
S -0.570110 0.161097 0.640598 0.3 -1.4 0.7
O -0.392180 1.548858 0.920854 -1.1 1.0 0.2
O -0.064029 -0.147781 -1.168048 0.6 -1.0 -0.2
N 2.772377 1.989896 -0.105376 -0.3 -0.1 -0.1
N 2.553516 -2.218590 0.125058 2.1 -2.0 0.6
C 1.672112 -1.524498 -0.029434 -1.5 1.1 -1.4
C 0.885819 -0.390837 -0.273744 -1.4 1.4 0.4
C -2.363970 -0.230451 0.029756 -1.0 3.0 0.9
H -2.460505 0.745201 -0.548308 -0.5 -1.2 0.7
H -2.396791 -1.023729 -0.676586 0.2 -0.8 -0.2
H 3.562046 1.393651 0.192538 0.1 -0.1 0.1
H -3.198288 -0.302816 0.892692 2.5 0.2 -1.8
```
Forces are in eV/Å.

## Properties
**Max |F|**: 3.3 eV/Å
**Electronic energy**: -774.4648 a.u.
**LUMO energy (spin up / spin down)**: -2.31 / -2.28 eV
**Molecular weight**: 132.144 g/mol